15
Properties=species:S:1:pos:R:3:forces:R:3:lowdin_spin:R:1 method="wB97M-V/def2-TZVPD" e_homo_ha="-0.6806 / -0.6786" lumo_ev="-12.248 / -12.834" total_charge=+2 spin_multiplicity=2
O 1.855 0.266 0.432 0.7 1.2 -2.6 0.016
C 1.182 -0.976 0.471 -4.0 0.0 0.8 0.006
C -0.373 -0.453 0.541 0.6 -1.3 -5.2 0.029
O 0.361 0.718 2.717 -0.9 -0.2 0.3 0.901
Bi 2.226 1.116 2.252 1.2 1.0 0.9 -0.032
H 1.334 -1.705 1.275 0.7 0.7 0.4 -0.001
H 1.394 -1.517 -0.458 -0.5 0.3 0.0 0.000
H -0.992 -1.355 0.406 0.1 0.2 -0.3 0.008
H -1.094 0.314 0.862 1.2 0.2 1.5 0.015
O -0.208 0.347 -1.020 2.4 -1.8 3.8 0.049
H 1.170 0.765 -0.522 -0.8 -1.0 0.8 0.000
C -1.457 0.584 -1.621 -1.5 0.4 -0.4 0.005
H -2.001 -0.366 -1.735 0.4 0.2 -0.1 0.001
H -2.090 1.227 -0.987 0.3 0.1 -0.3 0.001
H -1.308 1.033 -2.611 0.1 -0.1 0.4 0.003



69
Properties=species:S:1:pos:R:3:forces:R:3:lowdin_spin:R:1 method="wB97M-V/def2-TZVPD" e_homo_ha="-0.4917 / -0.5406" lumo_ev="-4.640 / -7.610" total_charge=+2 spin_multiplicity=5
Rh -0.029 -0.053 0.817 0.0 0.0 0.0 2.235
C -2.525 -0.875 3.125 0.0 0.0 0.0 0.026
P -2.107 -1.124 1.373 0.0 0.0 0.0 0.129
C -2.433 -2.879 1.071 0.0 0.0 0.0 0.031
C -3.362 -0.180 0.453 0.0 0.0 0.0 0.012
C -4.657 -0.684 0.343 0.0 0.0 0.0 0.003
C -5.641 0.034 -0.318 0.0 0.0 0.0 0.001
C -5.343 1.270 -0.872 0.0 0.0 0.0 0.002
C -4.060 1.783 -0.767 0.0 0.0 0.0 0.004
C -3.058 1.069 -0.112 0.0 0.0 0.0 0.016
P -1.384 1.775 0.010 0.0 0.0 0.0 0.136
C -0.987 2.449 -1.624 0.0 0.0 0.0 0.027
C -1.539 3.220 1.094 0.0 0.0 0.0 0.025
H -3.561 -1.164 3.307 0.0 0.0 0.0 0.005
H -2.404 0.175 3.392 0.0 0.0 0.0 0.001
H -1.869 -1.483 3.749 0.0 0.0 0.0 0.001
H -3.407 -3.171 1.463 0.0 0.0 0.0 0.006
H -1.666 -3.471 1.571 0.0 0.0 0.0 0.001
H -2.393 -3.086 0.003 0.0 0.0 0.0 0.000
H -4.911 -1.644 0.773 0.0 0.0 0.0 0.000
H -6.641 -0.371 -0.398 0.0 0.0 0.0 0.000
H -6.109 1.835 -1.386 0.0 0.0 0.0 0.000
H -3.844 2.750 -1.205 0.0 0.0 0.0 0.000
H -0.970 1.646 -2.361 0.0 0.0 0.0 0.000
H 0.000 2.910 -1.580 0.0 0.0 0.0 0.001
H -1.713 3.203 -1.931 0.0 0.0 0.0 0.006
H -2.279 3.917 0.699 0.0 0.0 0.0 0.006
H -0.574 3.723 1.167 0.0 0.0 0.0 0.001
H -1.847 2.905 2.091 0.0 0.0 0.0 0.000
C 1.398 1.134 5.019 0.0 0.0 0.0 0.007
S 1.359 -0.131 3.767 0.0 0.0 0.0 0.018
C 3.096 -0.523 3.698 0.0 0.0 0.0 0.003
O 1.078 0.668 2.475 0.0 0.0 0.0 0.135
H 2.079 1.924 4.705 0.0 0.0 0.0 0.000
H 1.725 0.680 5.954 0.0 0.0 0.0 0.001
H 0.386 1.517 5.133 0.0 0.0 0.0 0.000
H 3.383 -0.953 4.658 0.0 0.0 0.0 0.000
H 3.662 0.384 3.489 0.0 0.0 0.0 0.000
H 3.240 -1.260 2.911 0.0 0.0 0.0 0.000
C 0.361 -3.267 -1.312 0.0 0.0 0.0 0.009
C 0.174 -2.323 -2.504 0.0 0.0 0.0 0.012
C -1.086 -1.463 -2.375 0.0 0.0 0.0 0.022
C 1.405 -1.495 -2.787 0.0 0.0 0.0 0.131
C 2.050 -1.607 -3.988 0.0 0.0 0.0 0.014
C 3.212 -0.870 -4.266 0.0 0.0 0.0 0.246
C 3.758 0.002 -3.317 0.0 0.0 0.0 0.007
C 3.174 0.169 -2.090 0.0 0.0 0.0 0.144
C 3.777 1.111 -1.076 0.0 0.0 0.0 0.012
C 4.207 0.399 0.210 0.0 0.0 0.0 0.007
C 2.874 2.312 -0.774 0.0 0.0 0.0 0.009
C 1.956 -0.578 -1.802 0.0 0.0 0.0 0.160
O 1.398 -0.410 -0.678 0.0 0.1 0.0 0.357
H -0.465 -3.979 -1.272 0.0 0.0 0.0 0.001
H 0.394 -2.725 -0.365 0.0 0.0 0.0 0.005
H 1.283 -3.841 -1.403 0.0 0.0 0.0 0.000
H 0.037 -2.954 -3.386 0.0 0.0 0.0 0.000
H -1.000 -0.751 -1.547 0.0 0.0 0.0 0.010
H -1.960 -2.090 -2.195 0.0 0.0 0.0 0.001
H -1.270 -0.889 -3.284 0.0 0.0 0.0 0.001
H 1.664 -2.284 -4.740 0.0 0.0 0.0 -0.002
H 3.697 -0.985 -5.226 0.0 0.0 0.0 0.012
H 4.660 0.550 -3.559 0.0 0.0 0.0 -0.003
H 4.681 1.503 -1.547 0.0 0.0 0.0 0.000
H 3.338 0.069 0.778 0.0 0.0 0.0 0.000
H 4.784 1.087 0.829 0.0 0.0 0.0 0.001
H 4.837 -0.466 -0.004 0.0 0.0 0.0 0.000
H 1.984 2.008 -0.220 0.0 0.0 0.0 0.002
H 2.567 2.818 -1.691 0.0 0.0 0.0 0.000
H 3.417 3.035 -0.164 0.0 0.0 0.0 0.001



9
Properties=species:S:1:pos:R:3:forces:R:3:mulliken_charge:R:1 method="wB97M-V/def2-TZVPD" e_homo_ha=-0.3600 smiles=On1cnnc1 lumo_ev=0.330
C 0.195 1.096 -0.013 0.3 -1.5 0.2 -0.075
C 0.196 -1.087 0.004 0.5 1.2 -0.4 -0.017
H -2.297 -0.785 0.137 -0.1 -0.1 0.0 0.362
H -0.134 2.109 0.064 -0.2 0.2 -0.1 0.411
H -0.173 -2.072 0.025 -0.2 -1.0 -0.1 0.372
N -0.615 -0.005 -0.054 1.6 0.9 0.4 0.203
N 1.429 0.659 0.025 0.5 1.5 -0.3 -0.408
N 1.454 -0.674 -0.003 -0.9 -1.0 0.4 -0.442
O -1.952 0.104 0.007 -1.4 -0.1 -0.1 -0.406



In kJ/mol, the energy above the lowest of the compared OMol25 structures with the same formula, charge and spin values for the records above are, in order, 242.2 0.0 279.2.
In Eh, the E_tot values for the records above are, in order, -558.4580 -2279.2867 -317.4260.